43
Properties=species:S:1:pos:R:3:forces:R:3 method="wB97M-V/def2-TZVPD" multiplicity=1 lumo_energy_ev=0.50 charge=0 smiles="CC(C)C[C@H](NC(=O)[C@@H](N)Cc1ccc(O)cc1)C(=O)O" homo_lumo_gap_ev=8.94 homo_energy_ev=-8.435
C -4.19495 1.99096 -0.83218 -0.8 -1.2 -0.5
C -3.19675 1.50589 0.24885 1.6 1.8 -0.4
C -2.84888 2.75044 1.19629 -3.3 0.3 -0.7
C -1.85820 0.86932 -0.26476 -1.6 1.0 -0.9
C -1.68472 -0.62731 -0.17080 1.0 -1.7 -1.3
N -0.47632 -0.89470 -1.06068 0.6 -1.2 4.4
C 0.54744 -1.74378 -0.53795 -1.2 1.3 -2.5
O 1.21464 -2.35649 -1.34179 0.1 -0.3 0.1
C 0.82235 -1.75266 0.97064 0.8 0.3 -3.0
N -0.02324 -2.75026 1.47184 -1.7 -1.3 -0.4
C 2.33142 -2.06746 1.00819 -0.2 0.3 -0.1
C 3.10443 -0.90545 0.54985 1.9 -0.5 -0.9
C 4.18106 -1.01420 -0.38670 -1.9 -1.7 0.1
C 4.54937 0.05994 -1.12998 2.0 0.8 -1.6
C 4.11387 1.31503 -0.71148 0.1 1.0 0.9
O 4.51001 2.49067 -1.27290 -0.1 0.4 -0.8
C 3.36820 1.46719 0.42771 -1.5 -1.6 1.3
C 2.78174 0.31653 1.00987 0.4 2.2 0.8
C -2.92413 -1.53440 -0.67679 1.0 1.1 0.2
O -3.99007 -1.59909 -0.10812 1.7 -0.3 -1.1
O -2.60296 -2.24249 -1.81856 -1.1 0.3 0.1
H -4.55448 1.22280 -1.65684 0.8 1.4 1.9
H -5.04726 2.37927 -0.26490 -0.4 -0.6 -0.3
H -3.88549 2.89866 -1.33053 0.7 0.1 -0.4
H -3.69824 0.84703 0.91450 -0.5 -0.9 0.3
H -2.18767 3.54702 0.85575 0.4 -0.5 -0.3
H -2.61923 2.44210 2.21195 0.3 -0.1 0.0
H -3.88160 3.28860 1.25117 1.7 -0.7 0.4
H -1.66207 1.17176 -1.34783 -0.4 -0.3 1.3
H -1.08231 1.34863 0.29651 0.8 0.0 0.3
H -1.36038 -1.07449 0.83100 -1.0 0.9 -1.2
H -0.52799 -0.91443 -2.04191 0.0 0.2 -1.2
H 0.52086 -0.70821 1.21404 0.5 -0.8 0.8
H 0.14480 -2.96256 2.41896 0.1 -0.6 1.0
H -0.15922 -3.58804 0.86659 0.5 1.0 1.0
H 2.60532 -2.86666 0.32919 -0.6 -0.5 0.2
H 2.57842 -2.32647 1.99260 0.5 -0.6 1.7
H 4.54338 -2.03549 -0.61279 -0.3 0.8 -0.1
H 5.26105 -0.01956 -2.02738 -1.1 0.1 1.6
H 3.85883 3.13077 -0.93391 0.7 0.0 -0.4
H 3.14843 2.41488 0.90959 0.2 0.2 -0.4
H 2.17384 0.37371 1.93146 0.1 0.3 -0.8
H -1.89330 -1.84701 -2.37773 -0.8 -0.5 1.2